(1)
Computed, not measured: a single C4H6N2 molecule in a non-equilibrium geometry, with wB97M-V/def2-TZVPD.

**E_tot**: -265.38769 Eh
**Energy relative to the best compared isomer or geometry (same formula, charge and spin)**: 388.27 kJ/mol
**Spin multiplicity**: 1
**SMILES string**: [H]/N=C1\CC=CN1

Last column: Mulliken charge in e.
CARTESIAN COORDINATES (ANGSTROEM)
N1 -0.03331 -1.33847 0.25394  -0.328
N2 -2.13612 -0.34102 -0.12488  -0.739
C1 -0.01556 1.01440 0.09505  -0.298
C2 1.24496 0.47106 -0.07687  -0.230
C3 1.21372 -0.80371 -0.20170  -0.408
C4 -0.93995 -0.22343 0.25617  0.439
H1 2.18404 1.11887 -0.08875  0.275
H2 -2.66635 0.46478 -0.43923  0.223
H3 -0.02852 -2.48933 -0.26414  0.359
H4 2.03331 -1.46961 0.14716  0.252
H5 -0.71698 1.82733 -0.56080  0.219
H6 -0.13925 1.76913 1.00405  0.235

=====

(2)
Computed, not measured: a 3-piece molecular cluster, C31H34Cl2F5NO9 overall in a non-equilibrium geometry, with wB97M-V/def2-TZVPD.

**E_tot**: -3353.26852 Eh
**Spin multiplicity**: 1
**SMILES string**: CCN[C@@]1(/C(Cl)=C(\C)Cl)C(=O)O[C@](c2ccccc2)(C(F)(F)c2cccc(C(F)(F)F)c2)[C@@H]1CC=O.COC(=O)OC.COC(=O)OC

Last column: Mulliken charge in e.
CARTESIAN COORDINATES (ANGSTROEM)
Cl1 -4.65885 -3.74935 -1.08292  -0.140
Cl2 -6.69733 -1.52034 -0.89687  -0.203
F1 -2.21794 1.94338 -0.72838  -0.327
F2 -0.34212 2.13915 0.33018  -0.345
F3 -0.59934 5.63237 -3.39191  -0.263
F4 -1.42256 4.51629 -5.03841  -0.276
F5 0.63735 5.13830 -5.16302  -0.277
O1 5.34306 -6.98572 3.44810  -0.328
O2 1.09073 8.61950 -0.95041  -0.338
O3 -2.40413 -1.64297 2.37928  -0.547
O4 3.58759 -6.41357 4.56503  -0.314
O5 4.66829 -4.83019 3.36993  -0.540
O6 -1.91521 -0.00830 0.93688  -0.392
O7 1.74699 8.41477 1.09619  -0.333
O8 -3.56848 -1.95268 -4.09933  -0.497
O9 -0.23835 7.51216 0.50314  -0.543
N1 -2.07714 -3.39722 -0.29034  -0.250
C1 6.42379 -6.64557 2.57918  -0.621
C2 -0.96578 1.41059 -0.64940  0.704
C3 -4.74686 0.19840 0.04198  -0.903
C4 4.54528 -5.96322 3.75593  0.823
C5 0.29984 -0.52048 0.49512  0.296
C6 0.76516 8.12118 0.24194  0.819
C7 2.65128 -5.41640 4.97805  -0.550
C8 -1.10142 -3.87392 0.68771  0.208
C9 -0.25374 1.74221 -1.95365  -0.118
C10 1.67870 -0.59602 2.47601  -0.945
C11 0.04907 3.35514 -3.68729  -0.145
C12 1.18784 1.28754 -3.83668  -1.263
C13 0.92459 2.52829 -4.37122  -0.756
C14 1.25668 -1.30704 -0.12489  0.679
C15 -2.40749 -0.75031 -2.39542  -0.558
C16 0.59132 0.91305 -2.65275  0.545
C17 -5.04457 -1.21160 -0.42055  0.375
C18 2.38604 -1.72705 0.53748  -1.359
C19 -2.30560 -1.30210 1.23305  -0.993
C20 -0.28245 4.70571 -4.30174  0.965
C21 -4.11964 -2.17838 -0.49347  -0.557
C22 -1.00048 -0.06946 -0.21131  1.048
C23 2.62890 -1.38594 1.84916  -0.573
C24 0.55281 -0.18307 1.81158  -0.666
C25 -2.62564 -1.94523 -3.34450  -0.349
C26 -1.71412 -1.13960 -1.07474  -0.040
C27 -2.61490 -2.03652 -0.09223  2.363
C28 0.11895 8.37563 -1.96949  -0.326
C29 1.52887 7.93651 2.42362  -0.614
C30 -0.51822 2.99335 -2.49820  -0.939
C31 -1.80248 -4.55917 1.91038  -1.292
H1 1.92942 -5.90496 5.62691  0.218
H2 -0.83182 8.84160 -1.71398  0.305
H3 0.49045 8.82391 -2.88758  0.254
H4 3.13053 -2.36001 0.05809  0.409
H5 1.84957 0.61974 -4.38129  0.416
H6 -0.54975 -4.68806 0.19445  0.652
H7 6.99335 -7.55482 2.40634  0.219
H8 1.14458 -1.66199 -1.14782  0.242
H9 0.63277 8.38364 2.85137  0.289
H10 2.38901 8.23601 3.01677  0.217
H11 1.39031 2.84106 -5.29997  0.476
H12 -2.88607 -4.47347 1.80462  0.294
H13 -1.19988 3.67623 -1.99853  0.624
H14 -5.71547 0.70639 0.14241  0.522
H15 -0.85956 -1.72801 -1.44279  0.545
H16 -0.33651 -3.14763 0.99765  -0.366
H17 -4.30626 0.24597 1.03986  0.208
H18 1.45445 6.85006 2.43389  0.283
H19 -4.18746 0.77172 -0.69919  0.089
H20 1.82329 -0.32914 3.52021  0.410
H21 -1.88847 -2.78794 -3.36500  0.318
H22 -1.50414 -5.61318 1.94849  0.327
H23 -1.85124 -0.01569 -2.99515  0.512
H24 3.50812 -1.74094 2.37881  0.489
H25 0.80607 -0.08645 -2.28772  0.401
H26 -0.16646 0.41592 2.36152  0.414
H27 -1.82521 -3.58248 -1.24616  0.350
H28 7.07344 -5.90575 3.04444  0.290
H29 3.15157 -4.62775 5.53810  0.284
H30 2.12755 -5.00039 4.11833  0.230
H31 -0.00970 7.30862 -2.12981  0.050
H32 -1.43661 -4.08132 2.82490  0.330
H33 6.04921 -6.27762 1.62508  0.289
H34 -3.40738 -0.32541 -2.26805  0.065

=====

(3)
Computed, not measured: a 2-piece molecular cluster, C9H11O2 overall in a non-equilibrium geometry, with wB97M-V/def2-TZVPD.

**Charge**: -1
**E_tot**: -500.03414 Eh
**Energy relative to the best compared isomer or geometry (same formula, charge and spin)**: 153.37 kJ/mol
**Spin multiplicity**: 1

Last column: Mulliken charge in e.
CARTESIAN COORDINATES (ANGSTROEM)
O1 -3.64270 -0.18112 -1.20109  -0.680
O2 -2.53437 1.68288 -1.89888  -0.804
C1 1.55208 -0.33689 1.58397  0.960
C2 -0.52561 0.97176 0.20496  -0.440
C3 2.75300 -0.86378 2.29501  -1.268
C4 0.29805 -0.86119 1.62417  -0.582
C5 -2.80229 0.43940 -1.81711  0.587
C6 -1.97111 -0.42522 -2.87992  -0.895
C7 -0.77430 -0.18672 0.98483  -0.551
C8 1.82028 0.70664 0.62815  -0.273
C9 0.82443 1.38024 0.06533  -0.468
H1 -2.06332 -0.06059 -3.86348  0.327
H2 -1.75485 -0.44884 0.90630  0.543
H3 2.91454 0.85289 0.46992  0.224
H4 -0.89855 -0.50317 -2.63368  0.174
H5 3.54764 -1.01042 1.45235  0.263
H6 -1.18199 1.50587 -0.56163  0.491
H7 2.59722 -1.79009 2.91264  0.326
H8 -0.12363 -1.57968 2.30891  0.272
H9 -2.29905 -1.44492 -2.73283  0.311
H10 1.08721 2.20375 -0.76634  0.188
H11 3.17735 -0.05080 2.91844  0.293

=====

Values of HOMO-LUMO gap, in order: 0.326; 0.331; 0.269, all in Eh.